(1)
This record from OMol25 describes a cluster of 3 separate species, C16H33NO9S2Si in total. The level of theory is ωB97M-V with the def2-TZVPD basis set.

Structure (XYZ):
```
62
Properties=species:S:1:pos:R:3:lowdin_charge:R:1
C -4.81337 -0.94911 -0.48768 -0.109
C -3.72549 0.01221 -1.31166 -0.232
O -2.32190 -0.37706 -1.06607 -0.246
C -1.73083 0.37345 0.05603 -0.162
C -1.82966 -0.49821 1.45587 -0.161
O -2.38548 0.25595 2.59504 -0.217
C -1.33570 0.93469 3.37207 -0.153
C -1.82734 2.52181 3.51132 -0.192
O -2.73815 2.56086 4.66553 -0.256
C -2.51964 3.75355 5.50784 -0.261
Si -2.85288 5.43549 4.57503 0.563
O -4.56247 5.75049 4.31827 -0.233
N -2.13416 6.81015 5.55007 -0.032
C -0.99848 7.27838 4.88927 -0.153
O 0.17871 7.29715 4.21401 -0.035
H -5.85811 -0.80500 -1.04036 0.084
H -4.53780 -2.08910 -0.61742 0.089
H -4.91851 -0.63167 0.63889 0.078
H -3.94468 1.15697 -1.12352 0.125
H -3.93168 -0.19861 -2.46284 0.132
H -0.56905 0.47299 -0.18474 0.133
H -2.12912 1.47967 0.16334 0.131
H -2.59828 -1.38643 1.24787 0.135
H -0.78966 -1.01797 1.70689 0.136
H -0.25506 0.83109 2.93523 0.131
H -1.36569 0.49166 4.48013 0.147
H -0.84480 3.14654 3.62907 0.127
H -2.45546 2.75893 2.55305 0.135
H -3.18778 3.73179 6.47513 0.116
H -1.35654 3.75381 5.77651 0.116
H -2.06539 5.41566 3.31522 0.012
H -4.61937 6.27055 3.44946 0.072
O -1.28935 -5.11885 -3.55715 -0.325
S -1.17900 -3.73638 -3.97277 0.670
O -2.29129 -3.00929 -4.55122 -0.336
C -0.51866 -2.78968 -2.61508 -0.229
C 0.98958 -2.87669 -2.79506 -0.228
C 1.23989 -2.68730 -4.29041 -0.222
C 0.24626 -3.57509 -5.03780 -0.229
H -0.86290 -3.20597 -1.66682 0.114
H -0.86944 -1.75907 -2.72392 0.098
H 1.50980 -2.12243 -2.19747 0.076
H 1.34889 -3.86435 -2.48224 0.128
H 1.07055 -1.63733 -4.55842 0.119
H 2.27115 -2.93309 -4.56242 0.112
H -0.05845 -3.12718 -5.98704 0.104
H 0.65446 -4.57454 -5.21140 0.107
O 4.37136 -3.46282 -1.20083 -0.314
S 4.09059 -2.06688 -0.93882 0.667
O 2.77819 -1.60201 -0.53638 -0.342
C 5.29646 -1.45685 0.22280 -0.235
C 6.44703 -0.97526 -0.64840 -0.225
C 5.79956 -0.23361 -1.81687 -0.220
C 4.65382 -1.10239 -2.33316 -0.229
H 5.58419 -2.25058 0.91431 0.112
H 4.84265 -0.62562 0.77068 0.111
H 7.13276 -0.33215 -0.08911 0.119
H 7.01735 -1.83269 -1.02522 0.123
H 5.40442 0.72712 -1.46502 0.120
H 6.52198 -0.02019 -2.61089 0.118
H 3.82785 -0.49525 -2.71222 0.106
H 4.99414 -1.79426 -3.10850 0.109
```

Properties
E_tot in Eh: -2447.01569
Kohn-Sham gap in eV: 8.742
E_HOMO in Ha: -0.344
SMILES: CCOCCOCCOC[Si@@H](O)N=C=O.O=S1(=O)CCCC1.O=S1(=O)CCCC1

***

(2)
This record from OMol25 describes a cluster of 4 separate species, C16H33O8PS4 in total. The level of theory is ωB97M-V with the def2-TZVPD basis set.

Structure (XYZ):
```
62
Properties=species:S:1:pos:R:3:lowdin_charge:R:1
C 3.86267 -0.79652 -1.07601 0.041
C 3.71692 -0.15515 -2.34316 -0.165
C 3.29389 0.71251 -3.70911 -0.435
P 1.48850 0.21759 -4.13358 0.715
C -0.32650 -0.42157 -4.37930 -0.472
S -1.39935 0.57174 -3.16664 0.742
O -1.60289 1.99338 -3.78792 -0.459
O -2.74247 -0.16524 -2.89129 -0.461
H 3.57425 -1.38940 -0.08058 0.029
H 3.95845 0.36076 -4.60618 0.075
H 3.43193 1.86772 -3.48232 0.092
H 1.58312 0.69757 -5.49035 0.032
H 1.85808 -1.16900 -3.81792 0.035
H 1.02611 1.15918 -3.13006 -0.005
H -0.37503 -1.53415 -4.00440 0.066
H -0.68168 -0.33823 -5.49113 0.099
H -0.75466 0.73720 -1.92573 0.072
O 2.31001 -1.65592 4.01490 -0.321
S 1.85252 -1.25048 2.70247 0.680
O 2.23841 -1.95343 1.49524 -0.353
C 0.07644 -1.11052 2.74204 -0.228
C -0.17754 0.32375 3.18149 -0.218
C 0.82157 1.17852 2.40319 -0.216
C 2.18367 0.49322 2.49871 -0.213
H -0.34158 -1.85015 3.42701 0.111
H -0.29549 -1.28333 1.72771 0.110
H -1.21025 0.62702 2.98617 0.125
H 0.00818 0.42548 4.25741 0.094
H 0.51097 1.23718 1.35294 0.120
H 0.86633 2.20151 2.78968 0.073
H 2.77578 0.64708 1.59304 0.099
H 2.74384 0.83623 3.37290 0.098
O 0.22102 4.64874 5.73746 -0.311
S 1.32082 3.86236 5.21961 0.690
O 1.57699 3.72793 3.79948 -0.336
C 2.82025 4.38915 6.02573 -0.232
C 2.89932 3.52361 7.27446 -0.223
C 2.51018 2.11526 6.82758 -0.210
C 1.25746 2.23854 5.96180 -0.218
H 2.77109 5.45698 6.24555 0.112
H 3.65461 4.18149 5.34915 0.112
H 3.89930 3.54740 7.71728 0.120
H 2.18668 3.88301 8.02641 0.123
H 3.32597 1.68177 6.23640 0.121
H 2.33627 1.45326 7.68163 0.121
H 1.23595 1.48017 5.17508 0.065
H 0.34696 2.17651 6.56415 0.117
O -3.37402 -2.48093 -7.18057 -0.319
S -3.22934 -2.76077 -5.76745 0.685
O -1.99463 -2.51284 -5.05018 -0.362
C -4.56787 -1.97096 -4.89559 -0.233
C -5.68241 -3.00658 -4.90097 -0.224
C -5.00842 -4.34206 -4.58980 -0.222
C -3.75886 -4.43970 -5.46338 -0.227
H -4.84297 -1.04114 -5.39634 0.117
H -4.22750 -1.76402 -3.87659 0.087
H -6.45984 -2.76410 -4.17060 0.119
H -6.14976 -3.05037 -5.89198 0.121
H -4.72160 -4.36798 -3.53150 0.120
H -5.68168 -5.18637 -4.76799 0.116
H -2.95812 -4.98763 -4.96028 0.105
H -3.98010 -4.90521 -6.42775 0.107
```

Properties
E_tot in Eh: -3165.08559
Kohn-Sham gap in eV: 9.092
E_HOMO in Ha: -0.326
SMILES: C#CC[PH3]C[SH](=O)=O.O=S1(=O)CCCC1.O=S1(=O)CCCC1.O=S1(=O)CCCC1

***

(3)
This record from OMol25 describes a cluster of 9 separate species, C16H34BrCl16NO2P in total. The level of theory is ωB97M-V with the def2-TZVPD basis set.

Structure (XYZ):
```
71
Properties=species:S:1:pos:R:3:lowdin_charge:R:1
O 2.79068 0.82090 1.07410 -0.296
N 1.58612 0.52959 1.83197 -0.401
P 0.44020 0.03197 0.63527 0.476
O -1.08657 0.44100 1.25740 -0.447
Br 0.58630 -2.27291 0.51499 0.025
H 2.48295 1.12858 0.20161 -0.011
H -1.44106 1.06710 0.59969 -0.147
Cl -4.89578 4.10844 -1.62092 0.528
C -4.24270 2.54768 -2.18624 -0.651
C -3.54221 1.79062 -1.08355 -0.632
Cl -2.02759 2.57984 -0.57865 0.645
H -3.57506 2.74530 -3.02278 0.067
H -5.08777 1.96505 -2.55171 0.072
H -3.27646 0.79222 -1.43197 0.088
H -4.17390 1.68900 -0.20424 -0.004
Cl -0.05556 2.24146 4.68175 0.477
C 1.37024 1.26977 4.22293 -0.698
C 2.66383 1.94509 4.62136 -0.660
Cl 2.97452 3.40894 3.65397 0.505
H 1.32514 1.08317 3.14512 -0.087
H 1.28173 0.31390 4.73792 0.070
H 3.49838 1.26707 4.44685 0.069
H 2.66639 2.22853 5.67307 0.052
Cl 3.57300 -1.56916 -1.02414 0.543
C 4.02514 -3.21180 -1.52923 -0.697
C 4.61981 -4.01407 -0.39691 -0.656
Cl 6.22882 -3.41259 0.08747 0.522
H 4.71501 -3.13591 -2.36986 0.059
H 3.10808 -3.68710 -1.88001 -0.031
H 4.75181 -5.05052 -0.70923 0.068
H 3.97586 -3.99876 0.48071 0.067
Cl 4.16081 -1.98416 -6.10017 0.526
C 5.13862 -0.54566 -5.70895 -0.667
C 4.84041 -0.01187 -4.32753 -0.665
Cl 3.21383 0.69737 -4.21517 0.528
H 4.95506 0.20521 -6.47522 0.063
H 6.18407 -0.84825 -5.76852 0.068
H 5.54756 0.77875 -4.07646 0.075
H 4.91820 -0.79132 -3.57071 0.035
Cl -7.83554 1.36170 0.75779 0.523
C -7.50196 2.14047 2.32767 -0.659
C -6.18849 2.88573 2.32595 -0.633
Cl -4.78974 1.78865 2.23402 0.570
H -7.52178 1.37213 3.09509 0.013
H -8.32003 2.83596 2.51632 0.071
H -6.08496 3.45368 3.25044 0.074
H -6.12620 3.58079 1.48934 0.056
Cl 3.84885 3.52093 -1.87844 0.530
C 4.20703 4.06566 -0.22766 -0.672
C 5.60044 4.62964 -0.07577 -0.662
Cl 6.85935 3.37993 -0.25120 0.525
H 4.04030 3.21405 0.43117 0.046
H 3.47258 4.83273 0.01685 0.074
H 5.71641 5.05771 0.91971 0.069
H 5.79720 5.40969 -0.80933 0.062
Cl -5.00102 -1.39757 2.16647 0.540
C -5.68393 -2.46846 3.41412 -0.657
C -6.96471 -1.92886 4.00572 -0.652
Cl -6.68532 -0.47622 5.00061 0.555
H -4.92564 -2.61820 4.18057 0.071
H -5.87803 -3.42701 2.93284 0.069
H -7.41139 -2.67670 4.66082 0.068
H -7.68720 -1.67629 3.23116 0.066
Cl 2.19938 -4.95855 -3.58596 0.581
C 0.57872 -4.51978 -2.98220 -0.638
C -0.49162 -5.45700 -3.48851 -0.663
Cl -0.77021 -5.28207 -5.24129 0.524
H 0.38064 -3.48986 -3.27180 0.080
H 0.62290 -4.56381 -1.89357 0.051
H -1.43645 -5.23476 -2.99394 0.073
H -0.23749 -6.49675 -3.29099 0.065
```

Properties
Energy relative to the best compared isomer or geometry (same formula, charge and spin) in kcal per mole: 36.74
E_tot in Eh: -11113.75041
Net charge: -1
Kohn-Sham gap in eV: 5.843
E_HOMO in Ha: -0.140

***

E_tot of number 3 (C16H34BrCl16NO2P)? -11113.75041 Eh